Formula: C15H21N3O2
Source: the Open Molecules 2025 dataset
Level of theory: the ωB97M-V functional and the def2-TZVPD basis

```
! wB97M-V def2-TZVPD RIJCOSX def2/J DEFGRID3
* xyz 2 1
C -1.802 -2.206 -5.575
N -0.561 -2.961 -6.004
C 0.661 -2.596 -5.190
O 1.870 -2.848 -5.758
O 0.675 -2.043 -3.827
C 1.773 -2.667 -3.022
H -2.472 -2.954 -4.954
H -1.594 -1.189 -5.030
H -2.415 -1.990 -6.576
H -0.299 -2.730 -7.004
H 1.649 -2.434 -1.861
H 2.846 -2.301 -3.382
H 1.755 -3.832 -3.239
C 0.085 1.191 -2.807
N 0.082 1.216 -1.330
C -0.357 2.323 -0.690
C -0.411 2.362 0.706
C -0.017 1.253 1.460
C 0.453 0.135 0.759
C 0.497 0.137 -0.634
C -0.112 1.231 2.931
C -0.878 0.256 3.582
C -0.928 0.205 4.974
N -0.234 1.094 5.717
C 0.496 2.066 5.125
C 0.567 2.153 3.732
C -0.253 1.002 7.190
H 0.689 2.032 -3.158
H -0.953 1.283 -3.139
H 0.510 0.250 -3.164
H -0.673 3.164 -1.302
H -0.788 3.263 1.190
H 0.794 -0.753 1.291
H 0.853 -0.724 -1.194
H -1.448 -0.477 3.012
H -1.512 -0.549 5.496
H 1.028 2.757 5.774
H 1.181 2.936 3.289
H -0.608 1.957 7.584
H 0.769 0.792 7.520
H -0.920 0.196 7.506
*
```

Summary:
LUMO: -7.8 eV
F_max: 8.46 eV Å⁻¹


Formula: C15H21N3O3Ti
Source: the Open Molecules 2025 dataset
Level of theory: the ωB97M-V functional and the def2-TZVPD basis

```
! wB97M-V def2-TZVPD RIJCOSX def2/J DEFGRID3
* xyz -1 2
C -3.129 2.837 -1.079
C -2.959 2.124 0.151
C -2.505 0.789 -0.160
C -2.479 0.660 -1.583
C -2.860 1.916 -2.147
Ti -0.853 2.244 -0.804
N -0.374 2.339 -2.591
C -1.021 2.655 2.360
C -1.314 1.411 2.745
H -2.328 0.001 0.565
H -3.196 2.471 1.151
H -2.243 -0.259 -2.118
H -3.012 2.125 -3.200
H -3.455 3.874 -1.174
H -2.319 0.985 2.696
H 0.008 3.020 2.443
H 0.259 2.537 -3.359
H -0.552 0.771 3.197
H -1.762 3.423 2.107
C 0.642 -2.835 -1.681
C 1.754 -1.858 -1.345
C 1.772 -1.331 0.126
C 2.117 -2.432 1.169
C 1.162 -3.596 1.308
C 2.880 -0.274 0.220
O 4.070 -0.513 0.105
N 2.469 1.049 0.501
C 1.244 1.509 0.154
O 0.930 2.755 0.113
N 0.285 0.612 -0.146
C 0.436 -0.654 0.403
O -0.479 -1.173 1.040
H 0.950 -3.869 -1.495
H 0.396 -2.748 -2.746
H -0.269 -2.633 -1.104
H 2.737 -2.310 -1.542
H 1.669 -0.971 -1.994
H 3.121 -2.805 0.914
H 2.206 -1.926 2.143
H 1.279 -4.320 0.496
H 1.383 -4.109 2.248
H 0.131 -3.233 1.346
H 3.208 1.743 0.570
*
```

Summary:
LUMO (spin up / spin down): 2.9 / 2.9 eV
F_max: 5.17 eV Å⁻¹


Formula: C15H21N6S2Sc
Source: the Open Molecules 2025 dataset
Level of theory: the ωB97M-V functional and the def2-TZVPD basis

```
! wB97M-V def2-TZVPD RIJCOSX def2/J DEFGRID3
* xyz 2 1
Sc 0.872 0.183 -0.942
C 3.128 -3.657 -4.278
S 2.775 -2.002 -4.906
C 2.254 -1.134 -3.522
S 1.956 -1.897 -1.975
N 2.132 0.157 -3.739
N 1.669 0.934 -2.774
C 1.749 2.232 -2.917
C 1.287 3.070 -1.839
C 1.313 4.466 -1.924
C 0.904 5.219 -0.838
C 0.462 4.563 0.306
C 0.428 3.179 0.314
N 0.837 2.426 -0.719
H 3.317 -4.270 -5.156
H 2.284 -4.052 -3.720
H 4.015 -3.610 -3.654
H 2.169 2.653 -3.828
H 1.646 4.934 -2.836
H 0.915 6.295 -0.882
H 0.134 5.120 1.170
H 0.066 2.644 1.187
C -1.038 -2.965 3.608
C 0.317 -2.298 3.415
N 0.309 -1.576 2.150
C -0.801 -1.059 1.585
N -0.648 -0.445 0.391
C -1.922 -0.052 -0.254
C -2.855 0.586 0.770
C -3.177 -0.477 1.801
N -1.968 -1.167 2.218
C -2.109 -1.897 3.472
H -1.097 -3.423 4.595
H -1.185 -3.741 2.855
H 1.117 -3.037 3.397
H 0.510 -1.600 4.237
H 1.154 -1.606 1.585
H -2.410 -0.943 -0.675
H -1.715 0.653 -1.081
H -3.769 0.937 0.294
H -2.359 1.436 1.243
H -3.880 -1.210 1.392
H -3.632 -0.031 2.689
H -3.104 -2.350 3.481
H -2.049 -1.187 4.305
*
```

Summary:
LUMO: -7.6 eV
F_max: 1.78 eV Å⁻¹


Formula: C15H21NO5
Source: the Open Molecules 2025 dataset
Level of theory: the ωB97M-V functional and the def2-TZVPD basis

```
! wB97M-V def2-TZVPD RIJCOSX def2/J DEFGRID3
* xyz 0 1
O -0.004 2.720 -3.096
O 1.145 -1.820 -1.317
O 1.937 4.029 -3.057
O -0.648 -3.565 2.824
O 0.766 -3.902 0.223
C 0.945 3.234 -2.510
C -1.052 -1.326 2.161
C -0.485 -2.563 1.879
C 0.200 -2.743 0.659
C 0.396 -1.653 -0.164
C -0.962 -0.242 1.289
C -0.180 -0.394 0.162
N 1.117 2.979 -1.173
C 1.912 4.187 -4.480
C 0.535 -3.787 3.604
C -0.005 -5.085 0.337
C -1.575 1.078 1.728
C 0.034 0.749 -0.841
C -2.179 1.975 0.607
C -1.089 2.839 -0.061
C 0.246 2.158 -0.301
H 1.371 -2.721 -1.468
H -1.646 -1.210 3.076
H 1.993 3.377 -0.818
H 0.959 4.708 -4.723
H 1.991 3.234 -4.979
H 2.787 4.755 -4.819
H 1.454 -3.402 3.134
H 0.664 -4.826 3.837
H 0.437 -3.224 4.541
H 0.384 -5.810 -0.387
H -1.051 -4.947 0.105
H 0.116 -5.582 1.330
H -2.449 0.894 2.390
H -0.855 1.650 2.294
H 0.901 0.500 -1.452
H -0.806 0.714 -1.574
H -2.686 1.355 -0.158
H -2.952 2.620 0.957
H -1.480 3.262 -1.030
H -0.911 3.699 0.580
H 0.725 2.087 0.692
*
```

Summary:
LUMO: 0.7 eV
F_max: 2.37 eV Å⁻¹
SMILES: COC(=O)N[C@H]1CCCc2cc(OC)c(OC)c(O)c2C1


Formula: C15H21O2S5SbSe4Tc
Source: the Open Molecules 2025 dataset
Level of theory: the ωB97M-V functional and the def2-TZVPD basis

```
! wB97M-V def2-TZVPD RIJCOSX def2/J DEFGRID3
* xyz 3 1
Tc -0.526 0.420 -1.234
C -2.798 2.502 0.257
C -3.706 1.522 -0.457
S -2.797 0.949 -1.912
C -3.641 -0.599 -2.324
C -2.714 -1.360 -3.245
S -1.021 -1.463 -2.576
C -1.025 -2.945 -1.529
C -1.541 -2.659 -0.137
S -0.627 -1.227 0.499
C -1.768 -0.617 1.764
C -1.359 0.802 2.083
S -1.150 1.808 0.581
H -3.209 2.827 1.214
H -2.618 3.396 -0.342
H -4.611 2.027 -0.801
H -3.992 0.675 0.165
H -4.576 -0.357 -2.830
H -3.865 -1.148 -1.410
H -2.612 -0.868 -4.213
H -3.055 -2.380 -3.428
H 0.012 -3.285 -1.518
H -1.612 -3.711 -2.038
H -1.352 -3.505 0.526
H -2.608 -2.440 -0.125
H -1.681 -1.254 2.646
H -2.786 -0.680 1.383
H -0.398 0.850 2.597
H -2.092 1.309 2.712
Se -0.037 0.792 -5.252
Sb 1.753 2.534 -4.910
Se 2.421 -0.296 -2.558
Se -0.261 2.148 -3.307
Se 3.632 1.257 -3.702
O 5.743 -0.808 4.421
C 5.029 0.296 4.150
O 4.954 1.205 4.916
C 4.267 0.338 2.847
C 3.554 -0.754 2.357
C 2.759 -0.623 1.231
C 2.713 0.612 0.587
S 1.746 0.946 -0.850
C 3.450 1.706 1.047
C 4.211 1.565 2.193
H 5.823 -1.389 3.653
H 3.596 -1.706 2.875
H 2.208 -1.473 0.857
H 3.409 2.657 0.531
H 4.758 2.403 2.604
*
```

Summary:
LUMO: -11.3 eV
F_max: 0.70 eV Å⁻¹


Formula: C15H22AuN2O2PS2
Source: the Open Molecules 2025 dataset
Level of theory: the ωB97M-V functional and the def2-TZVPD basis

```
! wB97M-V def2-TZVPD RIJCOSX def2/J DEFGRID3
* xyz 0 1
Au 1.233 0.549 1.610
N 0.514 -2.671 2.229
C 1.399 -3.013 1.244
C 1.246 -4.194 0.537
C 2.218 -4.652 -0.356
C 3.387 -3.964 -0.537
C 3.587 -2.753 0.151
C 4.794 -2.029 0.046
C 4.966 -0.878 0.758
C 3.891 -0.387 1.508
N 2.721 -1.002 1.589
C 2.568 -2.226 0.991
H -0.425 -3.017 2.137
H 0.548 -1.724 2.567
H 0.359 -4.789 0.713
H 2.051 -5.582 -0.884
H 4.165 -4.340 -1.189
H 5.583 -2.412 -0.590
H 5.889 -0.317 0.728
H 3.978 0.551 2.038
C -1.031 1.021 -2.766
C -0.755 2.319 -2.020
C 0.731 2.532 -1.785
O -1.535 2.429 -0.808
P -1.414 1.695 0.615
S 0.070 2.558 1.705
S -1.400 -0.280 0.468
O -2.687 2.299 1.344
C -4.104 2.266 1.040
C -4.433 3.291 -0.032
C -4.623 0.881 0.695
H -0.600 1.082 -3.766
H -2.104 0.853 -2.853
H -0.592 0.175 -2.241
H -1.140 3.151 -2.613
H 1.151 1.711 -1.204
H 0.908 3.462 -1.247
H 1.242 2.569 -2.749
H -4.547 2.582 1.986
H -3.949 3.022 -0.970
H -4.076 4.276 0.268
H -5.512 3.330 -0.185
H -4.244 0.555 -0.273
H -5.713 0.911 0.658
H -4.312 0.157 1.445
*
```

Summary:
LUMO: -0.5 eV
F_max: 0.54 eV Å⁻¹


Copy entry 3 word for word.
Formula: C15H21N6S2Sc
Source: the Open Molecules 2025 dataset
Level of theory: the ωB97M-V functional and the def2-TZVPD basis

```
! wB97M-V def2-TZVPD RIJCOSX def2/J DEFGRID3
* xyz 2 1
Sc 0.872 0.183 -0.942
C 3.128 -3.657 -4.278
S 2.775 -2.002 -4.906
C 2.254 -1.134 -3.522
S 1.956 -1.897 -1.975
N 2.132 0.157 -3.739
N 1.669 0.934 -2.774
C 1.749 2.232 -2.917
C 1.287 3.070 -1.839
C 1.313 4.466 -1.924
C 0.904 5.219 -0.838
C 0.462 4.563 0.306
C 0.428 3.179 0.314
N 0.837 2.426 -0.719
H 3.317 -4.270 -5.156
H 2.284 -4.052 -3.720
H 4.015 -3.610 -3.654
H 2.169 2.653 -3.828
H 1.646 4.934 -2.836
H 0.915 6.295 -0.882
H 0.134 5.120 1.170
H 0.066 2.644 1.187
C -1.038 -2.965 3.608
C 0.317 -2.298 3.415
N 0.309 -1.576 2.150
C -0.801 -1.059 1.585
N -0.648 -0.445 0.391
C -1.922 -0.052 -0.254
C -2.855 0.586 0.770
C -3.177 -0.477 1.801
N -1.968 -1.167 2.218
C -2.109 -1.897 3.472
H -1.097 -3.423 4.595
H -1.185 -3.741 2.855
H 1.117 -3.037 3.397
H 0.510 -1.600 4.237
H 1.154 -1.606 1.585
H -2.410 -0.943 -0.675
H -1.715 0.653 -1.081
H -3.769 0.937 0.294
H -2.359 1.436 1.243
H -3.880 -1.210 1.392
H -3.632 -0.031 2.689
H -3.104 -2.350 3.481
H -2.049 -1.187 4.305
*
```

Summary:
LUMO: -7.6 eV
F_max: 1.78 eV Å⁻¹